Record 1
Computed, not measured: C45H63N3P2S5SbSiTi as an isolated structure, with ωB97M-V with the def2-TZVPD basis set.

Net charge ... -2
2S+1 ... 2
LUMO level (spin up / spin down) ... 0.1407 / 0.1407 hartree
<S²> ... 0.771
Kohn-Sham gap (spin up / spin down) ... 0.1659 / 0.1962 Eh

```
121
Properties=species:S:1:pos:R:3:lowdin_charge:R:1
Ti 1.383 0.453 -0.808 0.027
C -0.949 1.652 -5.629 -0.460
S -1.263 2.803 -4.284 0.819
C -0.366 2.069 -2.936 -1.074
S 0.683 0.749 -3.195 0.610
N -0.591 2.669 -1.815 -0.079
N 0.149 2.129 -0.786 -0.215
C 0.095 2.827 0.336 -0.167
C 0.861 2.355 1.401 -0.307
C 1.013 3.034 2.638 -0.051
C 1.916 2.581 3.551 -0.099
C 2.697 1.435 3.234 -0.102
C 2.470 0.790 2.052 -0.186
N 1.545 1.192 1.149 -0.072
H -1.484 2.053 -6.490 0.019
H 0.113 1.591 -5.856 0.019
H -1.322 0.657 -5.397 0.025
H -0.472 3.750 0.383 0.110
H 0.413 3.918 2.819 0.107
H 2.053 3.094 4.495 0.091
H 3.453 1.062 3.912 0.093
H 3.026 -0.094 1.761 0.084
C -1.134 -1.898 -2.430 -0.285
Si -0.800 -1.383 -0.619 0.585
C -0.211 -3.071 0.146 -0.351
C 0.342 -4.018 -0.731 -0.149
C 0.776 -5.262 -0.307 -0.092
C 0.684 -5.609 1.035 -0.101
C 0.170 -4.686 1.927 -0.132
C -0.276 -3.431 1.502 -0.379
P -0.902 -2.201 2.706 1.150
C -1.841 -3.242 3.945 -0.445
C -2.780 -4.230 3.218 -0.198
C -4.087 -4.475 3.983 -0.205
C -3.828 -4.476 5.486 -0.208
C -3.385 -3.075 5.941 -0.193
C -2.698 -2.308 4.806 -0.248
C 0.686 -1.631 3.514 -0.414
C 0.446 -0.830 4.801 -0.198
C 0.398 -1.688 6.063 -0.200
C 1.641 -2.564 6.186 -0.207
C 1.796 -3.440 4.947 -0.203
C 1.874 -2.580 3.690 -0.188
C -2.686 -1.477 -0.061 -0.304
C -3.269 -2.744 -0.251 -0.136
C -4.613 -2.994 -0.043 -0.108
C -5.453 -1.960 0.353 -0.108
C -4.912 -0.701 0.539 -0.116
C -3.544 -0.451 0.360 -0.372
P -2.836 1.237 0.532 1.132
C -4.044 2.224 -0.471 -0.451
C -3.989 1.762 -1.927 -0.223
C -5.012 2.510 -2.785 -0.193
C -5.072 4.013 -2.443 -0.204
C -3.814 4.453 -1.704 -0.211
C -3.693 3.727 -0.363 -0.215
C -3.246 1.841 2.258 -0.437
C -2.253 1.243 3.255 -0.237
C -2.365 1.895 4.629 -0.202
C -3.785 1.798 5.174 -0.212
C -4.781 2.400 4.189 -0.210
C -4.665 1.735 2.817 -0.212
H -1.720 -2.821 -2.492 0.017
H -0.207 -2.013 -2.995 0.001
H -1.696 -1.095 -2.913 0.006
H 0.445 -3.770 -1.779 0.082
H 1.195 -5.958 -1.025 0.094
H 1.026 -6.578 1.384 0.089
H 0.126 -4.939 2.982 0.087
H -1.168 -3.805 4.604 0.091
H -2.261 -5.180 3.075 0.103
H -3.007 -3.859 2.218 0.086
H -4.531 -5.420 3.658 0.103
H -4.817 -3.696 3.742 0.108
H -3.039 -5.205 5.701 0.107
H -4.709 -4.801 6.045 0.097
H -2.704 -3.158 6.794 0.099
H -4.251 -2.504 6.291 0.102
H -2.117 -1.477 5.214 0.080
H -3.443 -1.845 4.149 0.106
H 0.988 -0.908 2.749 0.068
H -0.462 -0.231 4.709 0.067
H 1.268 -0.112 4.906 0.102
H -0.484 -2.338 6.055 0.079
H 0.295 -1.042 6.942 0.109
H 1.590 -3.173 7.094 0.100
H 2.527 -1.926 6.281 0.110
H 0.945 -4.127 4.884 0.088
H 2.692 -4.063 5.028 0.107
H 2.008 -3.191 2.797 0.099
H 2.776 -1.957 3.765 0.115
H -2.643 -3.568 -0.576 0.093
H -5.007 -3.992 -0.203 0.094
H -6.514 -2.130 0.498 0.088
H -5.570 0.112 0.808 0.081
H -5.070 2.072 -0.110 0.094
H -4.167 0.686 -1.995 0.108
H -2.981 1.933 -2.310 0.055
H -6.001 2.062 -2.646 0.099
H -4.754 2.376 -3.839 0.096
H -5.943 4.220 -1.809 0.101
H -5.209 4.604 -3.352 0.096
H -3.815 5.535 -1.540 0.104
H -2.935 4.231 -2.315 0.074
H -4.356 4.200 0.370 0.104
H -2.670 3.850 0.008 0.071
H -3.013 2.914 2.165 0.104
H -1.236 1.335 2.871 0.087
H -2.442 0.168 3.332 0.068
H -2.085 2.954 4.546 0.112
H -1.652 1.444 5.325 0.094
H -3.861 2.290 6.149 0.101
H -4.035 0.741 5.333 0.105
H -4.581 3.474 4.087 0.110
H -5.803 2.305 4.570 0.101
H -5.386 2.183 2.127 0.098
H -4.933 0.680 2.918 0.103
S 4.752 -0.676 -3.779 -0.461
Sb 4.599 -0.216 -1.545 0.152
S 2.522 -1.508 -0.785 -0.029
S 3.299 1.839 -1.299 -0.120
```

---

Record 2
Computed, not measured: C28H33GaGeN3O5S as an isolated structure, with ωB97M-V with the def2-TZVPD basis set.

Net charge ... +3
LUMO level ... -0.3946 hartree
Kohn-Sham gap ... 0.2239 Eh

```
72
Properties=species:S:1:pos:R:3:lowdin_charge:R:1
Ga 1.804 -1.160 -0.470 0.787
O 3.889 5.220 3.834 0.173
C 2.849 4.452 3.515 -0.462
O 1.798 4.560 4.072 0.161
C 3.010 3.412 2.416 -0.068
C 4.203 3.096 1.774 0.030
C 4.249 2.101 0.811 0.018
C 3.081 1.418 0.497 -0.228
C 1.884 1.724 1.131 -0.031
C 1.849 2.722 2.082 0.030
N 3.046 0.389 -0.498 0.071
C 3.879 0.294 -1.467 0.039
C 3.681 -0.765 -2.459 -0.205
C 4.521 -0.977 -3.526 0.067
C 4.212 -2.003 -4.423 0.049
C 3.082 -2.773 -4.213 0.035
C 2.281 -2.513 -3.108 -0.025
N 2.578 -1.524 -2.260 0.047
H 4.672 5.071 3.292 0.109
H 5.130 3.601 2.015 0.130
H 5.200 1.855 0.356 0.125
H 0.966 1.204 0.875 0.071
H 0.935 2.980 2.600 0.141
H 4.689 1.005 -1.595 0.165
H 5.402 -0.362 -3.657 0.148
H 4.856 -2.193 -5.272 0.147
H 2.815 -3.577 -4.884 0.142
H 1.409 -3.112 -2.886 0.142
C -4.343 0.925 0.194 -0.107
C -4.591 -0.494 0.677 -0.214
C -4.012 -1.478 -0.329 -0.244
C -2.484 -1.291 -0.460 -0.307
Ge -2.177 0.492 -1.154 1.144
C -2.593 1.001 -2.979 -0.299
C -3.825 1.899 -3.174 -0.278
C -3.721 3.235 -2.448 -0.286
C -5.018 4.031 -2.513 -0.083
H -4.830 1.715 0.770 0.130
H -4.679 1.069 -0.838 0.072
H -3.272 1.248 0.346 0.037
H -5.667 -0.647 0.761 0.135
H -4.164 -0.643 1.669 0.126
H -4.487 -1.295 -1.300 0.118
H -4.224 -2.517 -0.078 0.128
H -2.096 -2.054 -1.140 0.079
H -1.982 -1.370 0.505 0.040
H -1.210 1.354 -0.322 -0.010
H -2.696 0.061 -3.526 0.082
H -1.708 1.530 -3.343 0.079
H -4.733 1.362 -2.886 0.106
H -3.919 2.081 -4.247 0.131
H -2.904 3.815 -2.887 0.120
H -3.440 3.083 -1.395 0.082
H -5.306 4.223 -3.547 0.089
H -4.916 4.993 -2.014 0.085
H -5.838 3.490 -2.037 0.080
O 1.336 -0.257 3.422 -0.210
S 0.400 -1.105 2.775 0.709
O -0.956 -0.702 2.585 -0.260
N 0.998 -1.509 1.210 -0.048
C 1.346 -2.813 1.116 -0.415
O 1.861 -3.108 -0.015 0.058
C 1.098 -3.595 2.299 -0.127
C 1.344 -4.943 2.524 0.052
C 1.033 -5.453 3.777 0.001
C 0.501 -4.635 4.771 0.016
C 0.255 -3.276 4.555 0.016
C 0.560 -2.787 3.309 -0.190
H 1.761 -5.570 1.748 0.141
H 1.209 -6.498 3.990 0.133
H 0.275 -5.061 5.739 0.136
H -0.151 -2.650 5.338 0.144
```

---

Record 3
Computed, not measured: one molecule with the formula C5H8N2, with ωB97M-V with the def2-TZVPD basis set.

LUMO level (spin up / spin down) ... 0.0374 / 0.0373 hartree
Kohn-Sham gap (spin up / spin down) ... 0.2789 / 0.2789 Eh

```
15
Properties=species:S:1:pos:R:3:lowdin_charge:R:1
C -1.513 -1.203 0.216 -0.004
N -0.369 -0.660 -0.178 -0.166
C 0.843 -1.244 -0.158 -0.117
C 1.762 -0.195 0.376 -0.189
C 1.077 1.071 -0.066 -0.031
C -0.178 0.763 -0.399 -0.319
N -1.233 1.506 -0.898 0.128
H -2.443 -0.666 0.152 0.036
H -1.444 -2.152 0.725 0.058
H 1.657 -0.251 1.478 0.118
H 0.869 -2.297 0.098 0.104
H 2.823 -0.283 0.137 0.104
H 1.526 2.055 -0.085 0.106
H -2.143 1.084 -0.792 0.071
H -1.233 2.473 -0.607 0.100
```

---

Record 4
Computed, not measured: one molecule with the formula C2H4N2, with ωB97M-V with the def2-TZVPD basis set.

LUMO level ... 0.0399 hartree
SMILES ... C=NN=C
Kohn-Sham gap ... 0.4041 Eh

```
8
Properties=species:S:1:pos:R:3:lowdin_charge:R:1
C 1.507 0.023 -0.097 -0.068
C -1.503 -0.005 0.136 -0.089
H 2.476 -0.052 0.423 0.063
H 1.491 0.729 -0.981 0.088
H -1.397 0.565 1.027 0.059
H -2.529 0.062 -0.373 0.092
N 0.556 -0.712 0.302 -0.069
N -0.602 -0.610 -0.437 -0.076
```

---

Record 5
Computed, not measured: an isolated ion of composition C6H4BrN4O and charge +1, with ωB97M-V with the def2-TZVPD basis set.

Net charge ... +1
LUMO level (spin up / spin down) ... -0.2142 / -0.2141 hartree
SMILES ... O=Cc1ncc(/N=C\[N+]#CBr)[nH]1
Kohn-Sham gap (spin up / spin down) ... 0.2557 / 0.2557 Eh

```
16
Properties=species:S:1:pos:R:3:lowdin_charge:R:1
C -2.148 0.314 -0.350 -0.004
C 0.698 2.548 0.149 -0.141
C -0.831 0.761 -0.085 -0.275
C -0.971 -1.432 -0.052 -0.260
C -0.498 -2.818 0.079 -0.154
C 2.668 1.006 0.086 -0.555
N -2.198 -1.008 -0.325 0.151
N 1.871 1.858 0.199 0.169
N -0.445 2.020 -0.010 0.175
N -0.103 -0.401 0.091 0.188
O 0.667 -3.056 0.269 0.081
Br 3.929 -0.193 -0.089 1.099
H -3.016 0.914 -0.544 0.129
H 0.795 3.619 0.253 0.139
H -1.278 -3.585 -0.017 0.140
H 0.860 -0.544 0.347 0.118
```

---

Record 6
Computed, not measured: an isolated ion of composition C6H8N and charge +1, with ωB97M-V with the def2-TZVPD basis set.

Net charge ... +1
LUMO level ... -0.2468 hartree
Kohn-Sham gap ... 0.3452 Eh

```
15
Properties=species:S:1:pos:R:3:lowdin_charge:R:1
C 1.891 -0.403 0.341 -0.158
C 0.653 -1.017 0.886 0.019
C -0.004 1.307 0.349 0.001
C 0.719 0.496 -0.649 0.030
C -0.385 -0.098 0.159 -0.398
C -1.671 -0.363 -0.482 0.008
N 2.858 -0.171 -0.266 0.397
H 0.614 -2.042 0.537 0.152
H 0.597 -1.046 2.005 0.164
H 0.426 1.817 1.165 0.139
H -0.673 1.925 -0.255 0.154
H 0.941 0.817 -1.629 0.155
H -2.307 -1.315 -0.196 0.156
H -1.387 -0.399 -1.534 0.105
H -2.273 0.493 -0.431 0.073
```